Density functional theory data (ωB97M-V/def2-TZVPD) for a molecular structure, C29H44GdN6PS3 at a distorted geometry.

Energy relative to the best compared isomer or geometry (same formula, charge and spin)   24.8 kcal/mol
Expectation value of S²   16.031
Kohn-Sham gap (alpha / beta)   6.7325 / 5.2897 eV
Net charge   0
Calculated total energy   -3761.5240 a.u.
Strongest force on any atom   4.3 eV Å⁻¹
Spin multiplicity   8
Molar mass   761.1 g mol⁻¹

Geometry (Å):
Gd1 0.548 -0.551 -0.576
C1 3.369 -5.161 4.096
C2 2.413 -4.323 3.250
N1 2.920 -3.034 2.840
C3 2.305 -2.230 1.947
S1 0.795 -2.757 1.321
N2 2.983 -1.095 1.694
N3 2.636 -0.378 0.614
C4 3.573 0.474 0.159
C5 4.879 0.531 0.903
C6 3.110 1.428 -0.843
C7 4.035 2.318 -1.348
C8 3.538 3.293 -2.233
C9 2.173 3.285 -2.668
C10 1.393 2.166 -2.253
N4 1.898 1.272 -1.403
H1 2.810 -6.057 4.436
H2 3.877 -4.623 4.931
H3 4.051 -5.670 3.399
H4 1.399 -4.128 3.707
H5 2.060 -4.909 2.340
H6 3.903 -2.791 3.078
H7 4.978 -0.446 1.449
H8 4.773 1.324 1.679
H9 5.725 0.667 0.147
H10 5.120 2.272 -1.182
H11 4.100 4.135 -2.558
H12 1.758 4.149 -3.158
H13 0.490 1.934 -2.807
S2 -1.086 -1.947 -2.464
C11 0.466 -2.111 -3.052
N5 1.658 -1.926 -2.365
C12 2.754 -2.035 -3.157
C13 4.183 -1.897 -2.853
C14 5.155 -2.167 -3.781
C15 4.812 -2.537 -5.107
C16 3.457 -2.700 -5.413
C17 2.467 -2.400 -4.491
S3 0.727 -2.466 -4.699
H14 4.519 -1.663 -1.841
H15 6.208 -2.096 -3.415
H16 5.628 -2.371 -5.902
H17 3.263 -3.147 -6.447
C18 -4.878 2.515 -0.573
C19 -3.905 1.324 -0.748
C20 -2.984 1.475 -2.024
C21 -4.817 0.033 -1.104
P1 -2.516 1.118 0.666
N6 -1.271 0.505 0.094
C22 -2.054 2.663 1.550
C23 -0.784 2.261 2.368
C24 -3.165 3.149 2.520
C25 -1.662 3.758 0.505
C26 -3.538 -0.203 1.648
C27 -2.687 -0.476 2.893
C28 -5.023 0.190 2.095
C29 -3.482 -1.561 0.906
H18 -4.428 3.532 -0.591
H19 -5.419 2.411 0.394
H20 -5.648 2.390 -1.371
H21 -3.647 1.620 -2.884
H22 -2.445 0.552 -2.256
H23 -2.267 2.373 -1.931
H24 -5.259 0.175 -2.120
H25 -5.644 -0.211 -0.494
H26 -4.152 -0.873 -1.140
H27 -1.019 1.434 3.050
H28 -0.336 3.067 2.978
H29 -0.017 1.820 1.742
H30 -3.543 2.285 3.088
H31 -3.966 3.721 2.098
H32 -2.689 3.836 3.260
H33 -0.984 3.397 -0.288
H34 -1.070 4.522 1.077
H35 -2.592 4.241 0.131
H36 -2.624 0.346 3.604
H37 -1.687 -0.786 2.587
H38 -3.072 -1.360 3.428
H39 -4.977 0.897 2.956
H40 -5.653 -0.751 2.396
H41 -5.613 0.671 1.267
H42 -2.604 -1.544 0.293
H43 -4.387 -1.815 0.284
H44 -3.315 -2.334 1.668